The following is a quantum chemistry calculation of a 3-piece molecular cluster, C30H58BFN10O8P3S overall, from OMol25.

```
112
Properties=species:S:1:pos:R:3:mulliken_charge:R:1
C -1.03101 -1.05684 -0.23248 -0.61
C 0.27461 -0.46188 -0.84408 0.93
C 0.78290 -1.09878 -2.08517 -1.02
C 1.98066 -0.58600 -2.76443 -0.51
C 2.65007 0.58274 -2.17313 -0.73
C 2.15616 1.19718 -0.93841 -0.40
C 0.94384 0.69089 -0.23606 0.48
C 0.50174 1.47089 1.04876 -0.99
C 0.39212 0.60443 2.34567 0.18
C -0.97866 0.26359 2.82818 0.77
C -2.28944 0.71650 2.14066 -0.74
O -3.13933 0.01306 1.71406 -0.35
O -2.51592 2.14114 2.05986 -0.20
F -2.94138 2.50631 3.32730 -0.14
C -1.07695 -0.56081 4.04751 1.10
B -2.54339 -1.00308 4.62673 0.98
N -3.20855 -0.22027 5.71434 -0.63
O -3.20722 -2.10899 4.10835 -0.68
C 0.14736 -0.96565 4.74980 -0.57
N -0.04771 -1.77357 5.93173 -0.54
C -0.15572 -1.05205 6.95541 0.36
S 0.25806 -0.15317 8.21314 -0.11
N 1.43096 -0.60226 4.31008 0.54
P 2.91594 -1.05160 5.13940 0.52
N 3.63008 -2.10217 4.20751 -0.74
O 3.84762 0.29520 5.40759 -0.47
O 2.71595 -1.75527 6.62248 -0.47
C 1.56952 0.15017 3.12103 0.60
C 2.95216 0.57996 2.53143 -0.68
C 3.29315 2.10753 2.92439 -0.20
C 4.82075 2.34511 3.19850 -0.74
O 5.65084 2.26701 2.03178 -0.53
H -1.84372 -0.29651 -0.37041 0.08
H -0.90159 -1.40928 0.82133 0.09
H -1.36115 -1.96145 -0.82382 0.42
H 0.22240 -1.97946 -2.48445 0.28
H 2.31832 -1.06523 -3.70984 0.43
H 3.54913 0.98453 -2.70754 0.43
H 2.71651 2.09745 -0.56491 0.20
H 1.24614 2.30110 1.20708 0.20
H -0.47017 1.98954 0.80615 0.49
H -2.63405 -0.24355 6.56311 0.19
H -3.33536 0.74952 5.40722 0.27
H -3.72178 -2.46895 4.86277 0.31
H 3.77113 -2.98181 4.71730 0.22
H 4.50335 0.08917 6.10403 0.36
H 2.62190 -2.72435 6.50890 0.35
H 3.79038 -0.11916 2.77599 0.62
H 2.87560 0.58622 1.40373 0.02
H 3.01414 2.78083 2.06353 0.39
H 2.69567 2.37525 3.83378 0.33
H 4.91860 3.39945 3.60721 0.38
H 5.27083 1.67633 3.97346 0.20
H 5.67829 3.14636 1.62175 0.34
O -9.28957 1.73049 3.22786 -0.86
P -8.61714 0.60767 2.43983 0.78
N -7.14036 1.45533 2.18022 0.40
C -6.87605 2.40664 1.12362 -1.02
C -6.40311 1.78469 3.39187 -1.12
N -9.70813 0.64557 1.12302 0.22
C -9.37578 0.85956 -0.27071 -1.06
C -11.04568 1.17524 1.38135 -0.97
N -7.88989 -0.80245 1.63297 0.04
C -8.38387 -2.03385 2.28420 -1.14
C -6.47368 -0.98133 1.33647 -1.08
H -5.79724 2.56654 1.01919 0.24
H -7.36133 3.37501 1.29848 0.31
H -7.17436 2.03447 0.14603 0.31
H -6.10644 0.86181 3.90855 0.35
H -6.99729 2.38724 4.08725 0.28
H -5.48269 2.33324 3.17981 0.24
H -9.26714 1.92617 -0.49900 0.36
H -10.16622 0.46775 -0.91886 0.42
H -8.47057 0.33281 -0.57582 0.24
H -11.04957 2.27197 1.38507 0.31
H -11.42681 0.82437 2.33960 0.30
H -11.75823 0.83345 0.62588 0.34
H -7.93121 -2.16637 3.27210 0.35
H -8.17700 -2.91847 1.67753 0.37
H -9.46935 -1.98675 2.41454 0.37
H -5.84582 -0.92717 2.23102 0.22
H -6.12402 -0.25686 0.60080 0.21
H -6.30191 -1.95739 0.87088 0.64
O 4.73926 0.12155 -4.88693 -0.71
P 5.42757 -0.41913 -6.14371 0.70
N 5.79524 -1.96449 -5.48065 0.33
C 6.94471 -2.29176 -4.66538 -1.12
C 4.63716 -2.76766 -5.11469 -1.07
N 6.72739 0.69292 -6.11382 0.21
C 8.13995 0.37299 -6.06490 -1.09
C 6.50256 1.96232 -5.42681 -0.94
N 6.10750 -0.97624 -7.69093 -0.05
C 5.33463 -0.37496 -8.79913 -1.12
C 6.40996 -2.35892 -8.04689 -0.93
H 7.08509 -3.37677 -4.62747 0.40
H 6.85518 -1.91114 -3.63997 0.24
H 7.87532 -1.92940 -5.09563 0.34
H 4.03905 -2.98583 -6.00827 0.32
H 3.99329 -2.25843 -4.39049 0.11
H 4.91993 -3.73134 -4.68660 0.40
H 8.46896 0.16124 -5.04104 0.36
H 8.73733 1.21428 -6.43047 0.42
H 8.40651 -0.46592 -6.70858 0.26
H 6.60238 1.85376 -4.33933 0.28
H 5.51040 2.35541 -5.64627 0.27
H 7.21286 2.72326 -5.76080 0.35
H 4.34697 -0.83721 -8.88703 0.36
H 5.85863 -0.47362 -9.75222 0.38
H 5.19135 0.69627 -8.62638 0.34
H 5.53723 -3.01427 -7.97868 0.28
H 7.21697 -2.76088 -7.43449 0.25
H 6.78327 -2.41077 -9.07445 0.41
```

Calculated values
HOMO   -9.35 eV
Kohn-Sham gap   4.47 eV
Electronic energy   -3873.80029 Ha
Net charge   +1
Lowest unoccupied orbital energy   -4.9 eV

***

The following is a quantum chemistry calculation of C30H59BCuN2P2Sb as an isolated structure, from OMol25.

```
96
Properties=species:S:1:pos:R:3:mulliken_spin:R:1
Cu -0.61132 -0.06193 -0.22040 0.40
C -3.37387 -2.61435 -0.75451 0.02
C -2.80021 -2.58701 0.66042 0.04
C -3.79596 -3.25199 1.61484 0.01
C -1.48109 -3.37558 0.68200 -0.02
P -2.34498 -0.84286 1.13042 -0.09
C -1.53600 -1.03920 2.79157 0.04
N -0.14218 -0.71759 2.63995 -0.02
B 0.43589 -0.06318 1.51401 0.46
N 1.72802 0.37042 1.89644 -0.06
C 2.52536 1.29323 1.13034 -0.01
P 1.44360 1.88566 -0.25655 -0.06
C 0.59094 3.39454 0.45259 0.02
C 1.48348 4.62875 0.61022 0.01
C 0.03056 3.05761 1.84034 0.02
C -0.58430 3.71594 -0.47508 0.02
C 2.72461 2.42491 -1.52480 0.05
C 3.90409 3.22999 -0.96494 0.01
C 2.05361 3.22770 -2.64341 0.00
C 3.28997 1.13055 -2.12992 0.05
C 1.93695 -0.00392 3.22439 0.02
C 3.02007 0.20398 4.05624 0.00
C 2.93404 -0.26613 5.36237 0.00
C 1.79589 -0.91924 5.81838 0.00
C 0.70154 -1.12651 4.98451 0.00
C 0.78399 -0.66699 3.68413 0.01
C -3.82435 0.24011 1.47314 0.03
C -4.70114 0.33959 0.22545 0.01
C -4.69257 -0.19611 2.65940 0.00
C -3.24319 1.62661 1.77461 0.02
H -3.49633 -3.65283 -1.06486 0.00
H -2.70914 -2.12196 -1.46171 0.00
H -4.34695 -2.13530 -0.81892 0.00
H -3.85600 -4.31657 1.38063 0.00
H -4.79756 -2.83987 1.50580 0.00
H -3.49803 -3.16526 2.65950 0.00
H -1.62027 -4.30999 0.13706 0.00
H -1.17297 -3.62763 1.69547 0.00
H -0.65597 -2.83131 0.21413 0.03
H -1.68979 -2.04337 3.19777 -0.01
H -2.01057 -0.33971 3.49047 0.00
H 3.42837 0.82455 0.72958 0.00
H 2.84798 2.13671 1.75266 0.00
H 2.36080 4.42401 1.22347 0.00
H 0.91285 5.41240 1.11191 0.00
H 1.81540 5.03360 -0.34401 0.00
H 0.81283 2.85327 2.56974 0.00
H -0.64726 2.20610 1.81990 -0.01
H -0.53763 3.91982 2.19458 0.00
H -0.26970 3.95903 -1.48906 0.01
H -1.13105 4.57319 -0.08063 0.00
H -1.27731 2.87362 -0.53438 0.00
H 3.62922 4.24879 -0.70279 0.00
H 4.67896 3.28946 -1.73271 0.00
H 4.35677 2.76296 -0.09157 0.00
H 1.68526 4.19211 -2.30048 0.00
H 1.22008 2.68761 -3.09176 0.00
H 2.78548 3.42023 -3.42916 0.00
H 3.92449 0.58751 -1.42834 0.00
H 3.90705 1.38523 -2.99264 0.00
H 2.50505 0.45717 -2.46825 0.00
H 3.90620 0.71461 3.70480 0.00
H 3.76823 -0.11923 6.03385 0.00
H 1.75847 -1.27216 6.83853 0.00
H -0.18370 -1.63133 5.34742 0.00
H -5.23490 -0.58816 0.02974 0.00
H -4.12478 0.60487 -0.66331 0.00
H -5.44962 1.11810 0.38126 0.00
H -5.26814 -1.09330 2.44280 0.00
H -5.40446 0.60130 2.87792 0.00
H -4.12086 -0.36866 3.56932 0.00
H -2.62338 1.99544 0.95655 0.00
H -2.64375 1.63166 2.68613 0.00
H -4.06450 2.33034 1.91733 0.00
C -0.27261 -3.48839 -4.61983 0.00
C -0.71505 -3.10553 -3.21621 0.00
Sb 0.20935 -1.36464 -2.37823 -0.04
C 2.03040 -2.21203 -1.63973 0.00
C 2.89668 -3.00091 -2.60705 0.00
C 0.64028 -0.20598 -4.12896 0.00
C 1.82072 -0.56370 -5.01568 0.00
H -0.79540 -4.38508 -4.95282 0.00
H 0.79609 -3.69363 -4.66974 0.00
H -0.49419 -2.69878 -5.33722 0.00
H -0.50591 -3.90842 -2.50507 0.00
H -1.79015 -2.94333 -3.18802 0.00
H 1.68601 -2.85281 -0.82328 0.01
H 2.58023 -1.40077 -1.16379 0.01
H 2.34907 -3.83344 -3.04784 0.00
H 3.76253 -3.41839 -2.09375 0.00
H 3.26529 -2.38286 -3.42284 0.00
H 0.72589 0.81685 -3.76565 0.01
H -0.29390 -0.24034 -4.69433 0.00
H 2.76871 -0.45447 -4.49115 0.00
H 1.85291 0.09735 -5.88159 0.00
H 1.76276 -1.58473 -5.38708 0.00
```

Calculated values
HOMO (alpha / beta)   -9.45 / -10.34 eV
Spin multiplicity   2
Energy relative to the best compared isomer or geometry (same formula, charge and spin)   0.000 eV
Kohn-Sham gap (alpha / beta)   7.38 / 6.92 eV
Electronic energy   -3876.14994 Ha
Net charge   +1
Lowest unoccupied orbital energy (alpha / beta)   -2.1 / -3.4 eV